1.
C51H36CoIN4P as an isolated structure at a distorted geometry. Source: the Open Molecules 2025 dataset; level of theory: ωB97M-V/def2-TZVPD.

Structure (XYZ):
```
94
Properties=species:S:1:pos:R:3:forces:R:3
Co -0.131 -0.250 0.025 -1.3 -0.2 -0.5
C 1.272 -1.819 -3.664 1.1 -0.4 -0.4
C 0.416 -1.358 -2.674 0.2 0.4 1.4
N 0.855 -1.043 -1.449 0.6 -1.3 -2.0
C 2.165 -1.268 -1.126 -0.4 0.1 -0.5
C 3.093 -1.710 -2.082 -0.1 -0.1 -0.3
C 2.623 -1.970 -3.396 -0.8 0.2 0.5
C 4.428 -1.911 -1.673 0.4 -0.1 0.1
C 4.788 -1.681 -0.370 0.0 -0.1 -0.5
C 3.858 -1.264 0.594 -0.4 0.1 -0.1
C 2.530 -1.064 0.244 -0.2 0.3 0.9
N 1.464 -0.645 1.027 1.1 -0.1 0.2
C 1.411 -0.448 2.378 0.2 0.0 0.2
C 2.310 -0.774 3.383 -0.1 0.0 -0.3
C 2.045 -0.463 4.728 -0.2 0.1 0.3
C 0.901 0.171 5.126 0.2 -0.1 -0.1
C -0.070 0.492 4.147 -0.1 0.0 0.2
C -1.300 1.117 4.449 -0.1 0.0 -0.2
C -2.220 1.350 3.459 0.2 0.0 0.2
C -1.907 0.953 2.154 0.3 -0.2 0.0
N -0.752 0.398 1.843 -0.6 0.3 0.8
C 0.178 0.164 2.808 -0.3 0.1 -0.2
H 0.865 -2.053 -4.638 0.0 0.0 0.0
H -0.653 -1.229 -2.842 0.0 0.1 0.1
H 3.314 -2.311 -4.155 0.0 0.0 0.0
H 5.158 -2.246 -2.397 0.0 0.0 0.0
H 5.817 -1.822 -0.067 0.0 0.0 0.0
H 4.216 -1.074 1.590 -0.1 0.0 0.1
H 3.220 -1.306 3.167 0.0 0.0 -0.1
H 2.788 -0.739 5.465 0.0 0.0 0.1
H 0.716 0.415 6.162 0.0 0.0 0.1
H -1.506 1.397 5.475 0.0 0.0 0.0
H -3.173 1.819 3.658 0.0 0.0 0.1
H -2.617 1.094 1.345 0.0 0.0 0.0
I -2.191 -2.052 0.028 -0.3 0.3 -0.1
C -2.955 -0.285 -2.336 1.6 -0.7 1.5
C -3.834 -1.192 -2.859 -0.5 0.8 -0.7
C -4.799 -0.787 -3.828 0.1 -0.3 0.2
C -4.839 0.510 -4.246 -0.1 0.0 0.0
C -3.922 1.464 -3.742 0.1 0.3 0.0
C -3.938 2.790 -4.236 0.1 -0.1 0.1
C -3.009 3.704 -3.818 -0.1 -0.1 -0.1
C -2.044 3.323 -2.876 0.1 0.1 0.1
C -2.028 2.059 -2.332 -0.1 0.0 -0.2
P -0.681 1.705 -1.173 -0.2 0.8 0.1
C -0.770 3.032 0.087 0.1 0.0 -0.1
C -1.837 3.909 0.224 -0.1 0.0 0.0
C -1.884 4.800 1.291 0.0 0.0 0.0
C -0.864 4.828 2.227 0.0 0.0 0.0
C 0.207 3.952 2.102 0.0 0.0 0.0
C 0.246 3.058 1.049 0.0 0.0 0.0
C 0.750 2.171 -2.217 0.0 0.1 0.1
C 1.791 2.989 -1.790 0.1 0.0 0.0
C 2.867 3.248 -2.629 0.0 0.0 0.0
C 2.915 2.696 -3.898 0.0 0.0 0.0
C 1.872 1.892 -4.335 0.0 0.0 0.0
C 0.796 1.635 -3.502 0.1 0.0 -0.1
C -2.955 1.068 -2.761 -0.9 -0.2 -0.7
H -3.826 -2.233 -2.551 0.0 0.0 0.0
H -5.497 -1.512 -4.234 0.0 0.0 0.0
H -5.563 0.835 -4.982 0.0 0.0 0.0
H -4.687 3.061 -4.972 0.0 0.0 0.0
H -3.001 4.711 -4.213 0.0 0.0 0.0
H -1.289 4.045 -2.583 0.0 0.0 0.0
H -2.652 3.892 -0.487 0.0 0.0 0.0
H -2.728 5.471 1.385 0.0 0.0 0.0
H -0.905 5.521 3.056 0.0 0.0 0.0
H 1.002 3.951 2.835 0.0 0.0 0.0
H 1.064 2.347 0.992 0.0 0.0 0.0
H 1.776 3.441 -0.809 0.0 0.0 0.0
H 3.669 3.887 -2.283 0.0 0.0 0.0
H 3.757 2.898 -4.547 0.0 0.0 0.0
H 1.892 1.459 -5.326 0.0 0.0 -0.1
H -0.020 1.021 -3.864 0.0 0.1 0.0
C 2.581 -4.620 -0.021 0.0 0.0 -0.1
C 2.753 -4.709 1.349 -0.1 0.0 0.1
C 1.735 -4.291 2.189 0.2 0.0 -0.1
C 0.567 -3.765 1.630 0.0 0.0 0.1
N 0.403 -3.708 0.313 0.0 0.0 0.0
C 1.376 -4.124 -0.484 0.1 0.0 0.1
C -0.556 -3.277 2.480 -0.1 0.1 0.2
C -0.408 -3.343 3.872 0.1 -0.1 0.0
C -1.417 -3.004 4.749 0.0 0.0 0.0
C -2.638 -2.585 4.248 0.0 0.1 0.0
C -2.795 -2.451 2.881 0.0 0.0 0.0
C -1.766 -2.757 1.993 0.0 -0.2 0.0
H 3.354 -4.920 -0.714 0.0 0.0 0.0
H 3.671 -5.102 1.767 0.0 0.0 0.0
H 1.868 -4.380 3.256 0.0 0.0 -0.1
H 1.183 -4.042 -1.547 0.0 0.0 -0.1
H 0.533 -3.674 4.289 -0.1 0.0 0.0
H -1.246 -3.075 5.814 0.0 0.0 0.0
H -3.455 -2.331 4.910 0.0 0.0 0.0
H -3.731 -2.075 2.487 0.0 0.0 0.0
```
Positions in Å, forces in eV/Å.

Output
- Lowest unoccupied orbital energy (alpha / beta): -0.24 / -0.39 eV
- E_HOMO (alpha / beta): -6.20 / -6.07 eV
- Molar mass: 921.7 g mol⁻¹
- Spin multiplicity: 4
- Electronic energy: -4205.90924 Ha
- Kohn-Sham gap (alpha / beta): 5.95 / 5.68 eV
- Net charge: 0

---

2.
A 2-piece molecular cluster, C4H6S overall at a distorted geometry. Source: the Open Molecules 2025 dataset; level of theory: ωB97M-V/def2-TZVPD.

Structure (XYZ):
```
11
Properties=species:S:1:pos:R:3:forces:R:3
C 0.001 -0.175 -1.748 0.6 0.0 -1.4
C -0.441 -0.884 0.602 -4.7 -1.7 -2.9
C -0.435 0.006 -0.536 -2.1 3.7 1.4
C 1.473 2.805 2.023 -0.2 -1.7 0.3
S 1.274 1.290 2.315 0.3 1.8 -0.3
H 0.531 -1.049 -2.107 -0.1 -0.4 0.3
H -0.115 0.566 -2.514 0.0 0.5 -0.1
H -0.847 -0.465 1.465 -0.3 0.0 1.5
H -0.952 -1.792 0.147 -0.5 0.8 1.4
H -0.922 0.960 -0.150 0.6 -0.6 -1.7
H 0.433 -1.262 0.503 6.5 -2.5 1.4
```
Positions in Å, forces in eV/Å.

Output
- Lowest unoccupied orbital energy: -0.19 eV
- E_HOMO: -9.56 eV
- Molar mass: 86.2 g mol⁻¹
- Electronic energy: -554.03667 Ha
- Kohn-Sham gap: 9.37 eV
- Net charge: 0

---

3.
C5H4I3N3 as an isolated structure at a distorted geometry. Source: the Open Molecules 2025 dataset; level of theory: ωB97M-V/def2-TZVPD.

Structure (XYZ):
```
15
Properties=species:S:1:pos:R:3:forces:R:3
C 0.012 1.772 -0.138 0.4 0.0 0.4
C 0.820 0.746 0.351 -0.5 -3.0 -0.3
C -1.959 -1.692 -0.585 0.2 -0.1 -0.2
C -0.693 -1.521 -0.973 -0.9 0.1 -0.9
C 0.464 -1.686 -0.157 1.7 2.8 1.5
N 0.330 2.848 0.563 -0.3 1.0 0.1
N 1.579 1.178 1.329 0.1 -0.8 -0.2
N 1.255 2.450 1.412 -0.3 0.2 -0.3
I -0.340 -0.877 -2.971 -0.3 0.0 0.3
I 2.343 -2.132 -0.976 -0.1 -0.3 0.1
I 0.236 -2.403 1.816 0.0 0.0 -0.3
H -0.725 1.791 -0.909 -0.2 0.0 -0.2
H -2.783 -1.520 -1.253 -0.1 0.1 -0.2
H -2.209 -2.030 0.407 0.1 0.0 0.2
H 1.671 3.078 2.083 0.0 -0.1 -0.1
```
Positions in Å, forces in eV/Å.

Output
- Lowest unoccupied orbital energy (alpha / beta): -1.39 / -1.39 eV
- E_HOMO (alpha / beta): -8.48 / -8.48 eV
- Molar mass: 486.8 g mol⁻¹
- Electronic energy: -1250.08850 Ha
- Kohn-Sham gap (alpha / beta): 7.09 / 7.09 eV
- Net charge: 0

---

4.
An isolated ion of composition C5H16NSi and charge +1 at a distorted geometry. Source: the Open Molecules 2025 dataset; level of theory: ωB97M-V/def2-TZVPD.

Structure (XYZ):
```
23
Properties=species:S:1:pos:R:3:forces:R:3
C -2.787 0.068 0.158 -2.4 3.7 3.0
C -1.987 -1.113 0.041 1.2 -2.6 -0.8
N -0.558 -0.676 0.401 1.0 0.7 -0.2
C 0.097 -0.202 -0.864 4.6 -0.5 0.5
C 1.623 0.587 -0.538 -3.1 -2.1 1.4
C 1.251 1.915 0.106 0.8 -1.6 3.3
Si 2.704 -0.767 0.321 -0.8 1.1 -0.4
H -3.842 0.129 -0.236 1.2 -0.8 0.4
H -2.850 0.408 1.325 0.0 -0.6 -2.7
H -2.261 0.843 -0.397 -0.2 0.5 0.2
H -1.895 -1.320 -1.048 -0.2 -0.8 0.9
H -2.328 -1.985 0.645 0.5 0.6 -0.6
H -0.627 0.185 1.004 0.1 -1.1 -0.4
H 0.177 -1.324 0.823 -1.5 0.3 -0.3
H 0.270 -1.007 -1.597 0.0 -0.3 0.9
H -0.554 0.407 -1.363 -1.6 2.2 -0.9
H 1.993 0.950 -1.421 1.0 -0.1 -2.8
H 0.540 1.753 0.949 0.1 0.3 -0.5
H 0.790 2.434 -0.677 -0.5 1.7 -0.6
H 2.121 2.354 0.663 -0.7 0.2 -1.1
H 1.683 -1.738 0.454 -1.0 -1.4 0.4
H 2.800 -0.304 1.696 0.9 0.1 0.4
H 3.638 -1.596 -0.444 0.6 0.6 0.0
```
Positions in Å, forces in eV/Å.

Output
- Lowest unoccupied orbital energy: -2.66 eV
- E_HOMO: -14.76 eV
- Molar mass: 118.3 g mol⁻¹
- Electronic energy: -544.00288 Ha
- Kohn-Sham gap: 12.10 eV
- Structure (SMILES): CC[NH2+]C[C@@H](C)[SiH3]
- Net charge: +1

---

5.
An isolated ion of composition C5H9N4O and charge +1 at a distorted geometry. Source: the Open Molecules 2025 dataset; level of theory: ωB97M-V/def2-TZVPD.

Structure (XYZ):
```
19
Properties=species:S:1:pos:R:3:forces:R:3
H -2.482 -0.692 0.684 0.1 -0.3 -0.7
N -1.569 -0.900 1.061 -1.4 -1.0 2.0
C -0.508 -0.418 0.667 -1.3 1.3 -2.0
N -0.363 0.233 -0.605 1.9 1.2 -0.7
N -1.210 0.006 -1.755 0.8 0.0 -0.5
C -0.446 -0.267 -3.046 4.2 2.5 1.4
C 0.601 -0.111 1.528 1.2 0.4 2.1
C 0.688 0.208 2.894 -1.5 -1.3 -3.7
C 2.046 0.643 2.951 -0.7 0.3 5.0
N 2.665 0.444 1.862 2.8 1.7 -0.4
O 1.801 0.095 0.943 -1.4 -1.3 -1.4
H 0.646 0.429 -0.787 -1.3 0.0 -0.7
H -1.829 0.838 -2.054 0.7 -1.5 1.5
H -1.723 -0.845 -1.512 -0.7 0.2 0.0
H 0.498 -0.903 -2.908 -1.9 0.6 0.1
H -1.031 -0.506 -3.852 -2.0 -1.5 -1.4
H -0.073 0.753 -3.407 -0.2 -1.2 0.9
H -0.238 -0.076 3.419 1.1 0.9 0.7
H 2.528 1.068 3.914 -0.5 -1.0 -2.1
```
Positions in Å, forces in eV/Å.

Output
- Lowest unoccupied orbital energy: -3.84 eV
- E_HOMO: -13.34 eV
- Molar mass: 141.2 g mol⁻¹
- Electronic energy: -489.77107 Ha
- Kohn-Sham gap: 9.50 eV
- Structure (SMILES): [H]/N=C(\N[NH2+]C)c1ccno1
- Net charge: +1